# 1
C27H54AuP2Si | wB97M-V/def2-TZVPD

ORCA input file:
```
! RIJCOSX wB97M-V def2-TZVPD def2/J DEFGRID3
* xyz 1 3
Au -0.30 0.43 -0.12
C 0.70 -2.22 -1.40
C 1.74 -2.15 -0.43
C -0.25 -2.56 0.65
C -0.50 -2.57 -0.74
C 1.15 -2.34 0.83
C 0.93 -2.24 -2.86
H 1.68 -1.48 -3.13
H -0.01 -2.02 -3.39
H 1.29 -3.25 -3.15
C -1.67 -3.21 -1.36
H -1.62 -3.12 -2.45
H -2.57 -2.72 -0.99
H -1.72 -4.28 -1.11
C -1.16 -2.99 1.72
H -0.93 -4.04 2.00
H -2.20 -2.93 1.38
H -1.03 -2.35 2.60
C 1.86 -2.55 2.10
H 2.23 -3.59 2.20
H 1.18 -2.33 2.93
H 2.70 -1.83 2.14
C 3.17 -2.18 -0.77
H 3.49 -3.17 -1.12
H 3.78 -1.87 0.08
H 3.36 -1.45 -1.56
C 2.29 2.54 -0.74
C 2.92 1.59 -1.43
C 4.42 1.60 -1.54
C 5.26 1.24 -0.28
C 4.54 0.91 1.00
C 3.92 1.91 1.70
C 3.93 3.31 1.16
C 3.04 3.65 -0.07
H 4.78 2.59 -1.87
H 5.99 2.05 -0.12
H 4.72 0.90 -2.33
H 3.69 4.16 -0.80
H 1.21 2.46 -0.60
H 2.37 0.78 -1.90
H 2.32 4.41 0.25
H 3.56 3.96 1.96
H 3.33 1.73 2.59
H 4.95 3.64 0.93
H 5.83 0.34 -0.56
H 4.49 -0.14 1.25
P -1.28 0.82 -2.21
C -2.46 -0.31 -2.97
H -3.03 0.24 -3.74
H -3.16 -0.73 -2.25
H -1.94 -1.13 -3.47
C -2.20 2.32 -1.90
H -2.78 2.58 -2.78
H -1.51 3.12 -1.64
H -2.88 2.19 -1.06
C -0.27 1.25 -3.62
H 0.38 2.09 -3.38
H -0.94 1.52 -4.45
H 0.34 0.40 -3.93
P -0.56 0.99 2.13
C 0.34 0.29 3.52
H 0.42 1.02 4.34
H 1.34 -0.05 3.24
H -0.21 -0.58 3.92
C -0.52 2.80 2.14
H 0.49 3.19 2.26
H -1.17 3.18 2.94
H -0.92 3.16 1.19
C -2.17 0.79 2.86
H -2.22 1.20 3.87
H -2.34 -0.28 2.93
H -2.96 1.24 2.27
C -4.39 -1.27 2.15
Si -3.83 -0.73 0.43
C -4.77 -1.95 -0.65
C -4.60 0.95 0.10
H -3.80 -2.10 2.57
H -5.41 -1.62 1.94
H -4.42 -0.44 2.87
H -4.59 -1.91 -1.73
H -4.63 -2.99 -0.29
H -5.79 -1.60 -0.42
H -5.59 0.79 0.54
H -4.11 1.81 0.58
H -4.69 1.15 -0.97
*
```

Values from the calculation:
- HOMO level (alpha / beta) (Eh) = -0.3490 / -0.3579
- relative energy (zero: lowest compared OMol25 entry of this formula, charge and spin) (kJ/mol) = 0.0
- <S²> = 2.016
- electronic energy (hartree) = -2168.7568
- maximum force (eV/A) = 2.9

=====

# 2
C27H54F4N6O10S | wB97M-V/def2-TZVPD

ORCA input file:
```
! RIJCOSX wB97M-V def2-TZVPD def2/J DEFGRID3
* xyz 0 1
C -1.26 -3.36 3.32
C -1.39 -1.87 3.61
O -0.38 -1.10 3.03
C 0.87 -1.29 3.67
C 1.77 -0.12 3.33
C 2.60 0.38 4.50
O 2.90 -0.67 5.42
C 4.04 0.86 4.13
O 4.72 0.35 3.27
N 4.41 1.93 4.96
C 3.36 2.13 5.98
C 3.72 1.48 7.30
F 5.00 1.94 7.61
C 2.83 1.82 8.48
C 3.22 0.92 9.67
C 2.14 1.66 5.18
S 0.48 1.68 5.84
O 0.22 0.53 6.66
O -0.41 1.80 4.72
C 0.19 3.26 6.81
F -0.35 2.91 7.99
F 1.32 3.97 7.00
F -0.69 4.03 6.14
H -0.61 -3.86 4.03
H -0.88 -3.54 2.32
H -2.24 -3.81 3.41
H -2.32 -1.52 3.17
H -1.45 -1.72 4.69
H 0.70 -1.42 4.74
H 1.31 -2.21 3.28
H 2.44 -0.36 2.51
H 1.12 0.68 3.00
H 3.50 -1.28 4.98
H 5.32 1.67 5.34
H 3.33 3.21 6.12
H 3.78 0.40 7.24
H 1.79 1.59 8.27
H 2.94 2.87 8.75
H 4.28 0.70 9.66
H 2.66 0.00 9.57
H 2.96 1.41 10.60
H 2.12 2.36 4.35
C 0.13 1.35 -2.17
N 0.08 0.06 -1.49
C -0.86 -0.40 -0.62
C -2.00 0.53 -0.28
O -0.77 -1.51 -0.13
H 0.12 1.20 -3.25
H 1.06 1.87 -1.88
H -0.71 1.97 -1.89
H 0.81 -0.60 -1.67
H -2.66 0.02 0.42
H -1.64 1.44 0.18
H -2.58 0.78 -1.18
C -0.65 0.21 -8.53
N -0.33 0.77 -7.23
C -1.04 0.68 -6.08
C -2.33 -0.10 -6.12
O -0.64 1.22 -5.06
H 0.15 -0.47 -8.85
H -0.73 1.01 -9.27
H -1.58 -0.34 -8.51
H 0.52 1.30 -7.14
H -2.78 -0.08 -5.14
H -3.02 0.35 -6.84
H -2.15 -1.13 -6.41
C 8.53 -0.69 2.46
N 7.35 -1.47 2.12
C 7.27 -2.79 1.83
C 8.55 -3.59 1.85
O 6.20 -3.30 1.56
H 8.41 -0.25 3.45
H 8.67 0.11 1.74
H 9.42 -1.31 2.46
H 6.46 -0.99 2.09
H 8.32 -4.62 1.60
H 9.26 -3.20 1.12
H 9.01 -3.56 2.85
C -4.77 3.94 -5.46
N -4.98 2.65 -6.10
C -6.14 1.98 -6.32
C -7.42 2.62 -5.85
O -6.11 0.89 -6.87
H -4.29 4.62 -6.16
H -4.12 3.82 -4.59
H -5.71 4.37 -5.14
H -4.17 2.15 -6.44
H -8.24 1.96 -6.10
H -7.41 2.77 -4.77
H -7.58 3.58 -6.35
C -6.01 -4.26 -6.43
N -5.49 -3.99 -7.76
C -5.73 -2.92 -8.56
C -6.66 -1.85 -8.03
O -5.21 -2.84 -9.66
H -5.19 -4.35 -5.72
H -6.57 -5.20 -6.43
H -6.67 -3.46 -6.11
H -4.86 -4.66 -8.16
H -6.75 -1.07 -8.77
H -7.65 -2.27 -7.84
H -6.26 -1.42 -7.12
*
```

Values from the calculation:
- HOMO level (Eh) = -0.3214
- electronic energy (hartree) = -2939.8022
- maximum force (eV/A) = 2.7
- SMILES = CCOCC[C@@]1(O)C(=O)N[C@H]([C@@H](F)CC)[C@@H]1S(=O)(=O)C(F)(F)F.CNC(C)=O.CNC(C)=O.CNC(C)=O.CNC(C)=O.CNC(C)=O

=====

# 3
C27H54HgN3O3 | wB97M-V/def2-TZVPD

ORCA input file:
```
! RIJCOSX wB97M-V def2-TZVPD def2/J DEFGRID3
* xyz -1 1
Hg 0.06 -0.19 -0.49
C 0.20 -3.76 1.00
C 1.55 -3.47 0.28
C 1.31 -4.34 -0.94
C 2.40 -4.27 -2.00
C 2.58 -2.88 -2.45
C 2.80 -1.85 -1.28
N 1.73 -2.10 -0.23
O 1.75 -1.13 0.84
C 2.64 -0.45 -1.91
C 4.30 -1.91 -0.80
C 2.70 -3.98 1.21
H 0.10 -4.83 1.18
H -0.70 -3.49 0.45
H 0.19 -3.32 1.99
H 0.39 -4.02 -1.44
H 1.22 -5.41 -0.79
H 2.35 -4.99 -2.83
H 3.35 -4.63 -1.59
H 1.64 -2.67 -2.96
H 3.34 -2.71 -3.22
H 3.23 -0.38 -2.82
H 2.95 0.25 -1.14
H 1.60 -0.18 -2.11
H 4.57 -2.94 -0.60
H 4.50 -1.33 0.11
H 5.06 -1.62 -1.52
H 3.14 -3.29 1.92
H 3.32 -4.56 0.52
H 2.35 -4.85 1.77
C 2.57 4.12 -1.48
C 2.22 4.01 0.05
C 2.39 5.51 0.60
C 1.70 5.63 1.92
C 0.31 5.07 1.93
C 0.11 3.60 1.52
N 0.83 3.47 0.17
O 0.58 2.21 -0.54
C -1.42 3.45 1.36
C 0.51 2.71 2.74
C 3.25 3.10 0.70
H 1.77 4.28 -2.20
H 2.91 3.13 -1.77
H 3.32 4.83 -1.83
H 2.08 6.35 -0.02
H 3.46 5.67 0.71
H 1.78 6.66 2.25
H 2.30 5.06 2.64
H -0.19 5.64 1.14
H -0.07 5.37 2.90
H -2.00 3.54 2.28
H -1.82 2.58 0.84
H -1.89 4.22 0.74
H 0.10 3.22 3.61
H 1.57 2.66 2.99
H 0.24 1.65 2.73
H 2.76 2.17 0.96
H 3.64 3.46 1.66
H 4.08 2.81 0.04
C -2.73 -1.86 -2.56
C -3.71 -1.08 -1.63
C -4.59 -2.19 -0.99
C -4.00 -3.00 0.21
C -3.90 -1.90 1.16
C -3.15 -0.58 0.84
N -2.89 -0.41 -0.57
O -2.07 0.67 -0.93
C -1.84 -0.54 1.76
C -4.16 0.68 1.07
C -4.66 -0.12 -2.42
H -2.13 -2.63 -2.08
H -1.98 -1.19 -2.99
H -3.27 -2.35 -3.37
H -4.67 -2.90 -1.81
H -5.54 -1.84 -0.58
H -3.03 -3.45 -0.01
H -4.69 -3.80 0.46
H -3.56 -2.44 2.04
H -4.83 -1.58 1.63
H -1.21 0.32 1.55
H -1.31 -1.50 1.67
H -2.12 -0.43 2.81
H -4.41 0.62 2.13
H -5.13 0.71 0.57
H -3.63 1.64 1.10
H -5.24 -0.78 -3.07
H -3.99 0.50 -3.00
H -5.28 0.50 -1.78
*
```

Values from the calculation:
- HOMO level (Eh) = -0.1056
- relative energy (zero: lowest compared OMol25 entry of this formula, charge and spin) (kJ/mol) = 400.3
- electronic energy (hartree) = -1604.2494
- maximum force (eV/A) = 3.9

=====

# 4
C27H54N2O4S2 | wB97M-V/def2-TZVPD

ORCA input file:
```
! RIJCOSX wB97M-V def2-TZVPD def2/J DEFGRID3
* xyz 0 1
C -2.52 -9.40 -1.61
C -2.51 -8.33 -0.41
C -1.07 -8.13 0.27
C 0.12 -8.11 -0.82
C 1.28 -7.06 -0.41
C 0.99 -5.63 -1.08
C 1.61 -4.40 -0.23
C 1.24 -3.02 -1.00
C 2.31 -1.84 -0.73
C 1.64 -0.37 -0.91
C 2.66 0.68 -1.56
C 3.41 1.63 -0.51
C 2.39 2.49 0.43
C 2.32 4.04 0.03
C 1.04 4.46 -0.86
C 1.67 4.64 -2.32
S 0.56 5.40 -3.58
O 0.36 4.41 -4.71
O -0.71 5.99 -3.02
S 0.45 6.03 0.01
C -0.38 4.94 1.28
C -0.56 5.60 2.72
C 0.18 4.84 3.92
C 1.72 4.47 3.63
N -0.71 3.74 0.79
C -1.35 2.68 1.61
C -2.91 2.45 1.35
O -3.42 2.23 0.23
N -3.86 2.45 2.50
C -3.69 3.67 3.34
C -3.76 1.19 3.28
C -0.35 3.68 -0.68
C -0.64 2.33 -1.50
C -1.86 2.62 -2.53
H -2.20 -10.44 -1.24
H -1.90 -9.07 -2.51
H -3.60 -9.50 -2.00
H -3.21 -8.73 0.42
H -2.94 -7.32 -0.76
H -0.88 -9.00 1.00
H -1.10 -7.15 0.85
H -0.26 -7.84 -1.86
H 0.61 -9.15 -0.82
H 1.36 -6.92 0.72
H 2.30 -7.41 -0.77
H 1.47 -5.54 -2.12
H -0.13 -5.41 -1.20
H 2.75 -4.47 -0.17
H 1.18 -4.41 0.84
H 1.16 -3.24 -2.13
H 0.22 -2.69 -0.60
H 2.71 -1.99 0.34
H 3.17 -2.01 -1.45
H 1.24 -0.09 0.12
H 0.76 -0.53 -1.64
H 3.48 0.06 -2.07
H 2.21 1.34 -2.38
H 4.22 2.30 -0.98
H 3.98 0.93 0.21
H 2.87 2.46 1.48
H 1.38 1.97 0.54
H 3.32 4.28 -0.49
H 2.33 4.70 0.98
H 2.56 5.36 -2.19
H 2.13 3.68 -2.76
H 1.27 6.48 -4.15
H -1.68 5.72 2.92
H -0.11 6.65 2.66
H -0.39 3.92 4.31
H 0.19 5.58 4.81
H 2.33 5.42 3.38
H 2.15 3.98 4.57
H 1.73 3.70 2.79
H -1.19 2.79 2.74
H -0.81 1.69 1.33
H -2.76 3.53 3.99
H -4.60 3.70 4.05
H -3.65 4.58 2.65
H -4.79 0.75 3.57
H -3.11 1.35 4.22
H -3.23 0.36 2.67
H -1.16 4.38 -1.11
H 0.27 2.12 -2.15
H -0.94 1.44 -0.84
H -1.51 3.25 -3.43
H -2.70 3.23 -2.05
H -2.29 1.66 -2.98
O 0.09 -5.79 -3.82
H 0.05 -5.07 -4.44
*
```

Values from the calculation:
- HOMO level (Eh) = -0.1446
- electronic energy (hartree) = -2267.5263
- maximum force (eV/A) = 4.8

=====

# 5
C27H54N4O6PS2Si | wB97M-V/def2-TZVPD

ORCA input file:
```
! RIJCOSX wB97M-V def2-TZVPD def2/J DEFGRID3
* xyz 1 1
C 11.69 -1.44 0.24
C 10.76 -0.96 -1.02
C 10.28 -2.26 -1.96
C 11.77 -0.08 -2.02
C 9.53 0.04 -0.63
C 8.69 -0.36 0.72
C 9.33 0.17 2.13
C 8.32 -1.97 0.83
C 7.20 0.40 0.57
C 6.09 -0.16 -0.54
C 4.58 0.55 -0.73
C 4.12 1.83 0.18
O 2.82 2.51 0.14
C 1.93 1.99 -0.90
C 0.45 2.76 -0.73
O -0.38 2.18 0.34
C -1.28 1.13 -0.18
C -2.60 1.74 -1.00
N -3.79 0.96 -0.51
C -4.92 1.96 -0.48
C -4.75 2.84 1.06
C -3.74 2.03 2.22
O -5.38 2.14 2.31
C -4.08 -0.30 -1.27
N -3.11 -1.01 -1.99
S -3.54 -2.53 -2.82
N -5.42 -0.99 -1.25
Si -5.97 -1.61 0.30
C -7.20 -0.53 1.31
C -6.78 -3.37 -0.03
C -4.47 -1.99 1.52
P -6.62 -0.41 -2.38
N -7.01 -1.67 -3.37
O -8.15 0.11 -1.70
O -5.92 0.80 -3.47
C 5.24 2.42 1.25
C 6.75 1.72 1.43
H 12.41 -0.56 0.57
H 11.11 -1.89 1.15
H 12.40 -2.30 -0.17
H 9.49 -1.94 -2.76
H 9.94 -3.16 -1.28
H 11.28 -2.63 -2.49
H 11.17 0.30 -2.98
H 12.62 -0.79 -2.44
H 12.30 0.79 -1.46
H 8.85 0.15 -1.60
H 10.00 1.12 -0.43
H 8.53 -0.02 2.99
H 10.38 -0.26 2.40
H 9.45 1.35 2.04
H 8.12 -2.48 -0.22
H 9.07 -2.57 1.51
H 7.28 -2.01 1.40
H 6.32 -1.08 -1.25
H 3.86 0.08 -1.52
H 1.68 0.84 -0.79
H 2.30 2.28 -1.98
H 0.69 3.88 -0.42
H -0.12 2.85 -1.77
H -1.65 0.44 0.72
H -0.66 0.40 -0.88
H -2.62 2.89 -0.75
H -2.35 1.62 -2.14
H -5.98 1.51 -0.32
H -4.86 2.79 -1.31
H -4.69 4.09 1.01
H -3.65 0.86 2.16
H -3.27 2.74 3.03
H -2.12 -0.72 -2.09
H -2.33 -3.24 -2.96
H -7.53 0.48 0.81
H -6.76 -0.24 2.38
H -8.20 -1.16 1.47
H -5.86 -4.04 -0.38
H -7.10 -3.80 1.02
H -7.65 -3.32 -0.81
H -4.45 -3.10 1.87
H -4.63 -1.33 2.50
H -3.44 -1.67 1.07
H -6.46 -2.53 -3.05
H -8.83 -0.63 -1.81
H -6.51 0.71 -4.29
H 4.92 3.35 1.91
H 7.45 2.23 2.22
C -11.07 -0.02 3.56
S -11.97 -0.79 2.20
O -11.09 -1.86 1.63
C -11.89 0.63 1.08
H -10.97 -0.75 4.37
H -10.08 0.29 3.23
H -11.64 0.85 3.92
H -10.84 0.90 0.90
H -12.42 1.47 1.53
H -12.36 0.36 0.14
*
```

Values from the calculation:
- HOMO level (Eh) = -0.3489
- electronic energy (hartree) = -3157.8712
- maximum force (eV/A) = 6.6